This record from the OMol25 dataset describes 2 unconnected molecules or ions with the total composition C16H29N3O4S2. The level of theory is the ωB97M-V functional and the def2-TZVPD basis.

Each line ends with the natural charge from an NBO analysis.
Element x y z (Å)
C  -1.157  3.517  -1.302  -0.634
C  -1.964  2.813  -0.057  -0.423
C  -3.210  1.930  -0.681  -0.414
C  -2.852  0.300  -0.788  -0.240
N  -1.604  0.207  -1.637  -0.669
C  -0.780  -1.051  -1.288  0.086
C  -1.926  -2.267  -1.193  0.192
N  -2.823  -3.217  -1.191  -0.266
C  0.213  -1.474  -2.517  -0.549
S  0.721  -0.079  -3.659  0.148
C  1.170  1.485  -2.737  -0.556
C  2.736  1.830  -3.093  -0.653
C  -0.099  -0.973  0.193  -0.302
C  -0.563  -2.316  1.065  0.132
N  -0.991  -3.301  1.819  -0.121
C  1.520  -0.780  0.239  -0.429
C  2.005  -0.303  1.767  -0.428
C  1.496  1.202  2.171  -0.220
C  2.653  2.134  2.899  -0.631
C  0.259  1.091  3.291  -0.640
H  -1.404  2.878  -2.279  0.219
H  0.018  3.537  -1.120  0.207
H  -1.492  4.616  -1.546  0.200
H  -2.295  3.652  0.690  0.207
H  -1.188  2.120  0.527  0.211
H  -3.634  2.356  -1.690  0.202
H  -4.081  1.989  0.131  0.205
H  -3.806  -0.180  -1.318  0.215
H  -2.732  -0.062  0.318  0.231
H  -1.972  0.051  -2.624  0.382
H  1.183  -2.052  -2.210  0.261
H  -0.408  -2.236  -3.195  0.278
H  0.523  2.361  -3.225  0.228
H  0.907  1.494  -1.596  0.249
H  3.327  2.378  -2.245  0.217
H  3.298  0.859  -3.501  0.232
H  2.706  2.570  -4.029  0.202
H  -0.571  -0.052  0.779  0.250
H  1.983  -0.127  -0.614  0.215
H  1.995  -1.868  0.109  0.255
H  1.478  -1.055  2.530  0.249
H  3.159  -0.471  1.880  0.222
H  1.077  1.784  1.219  0.192
H  2.308  3.265  2.736  0.204
H  2.585  1.912  4.051  0.215
H  3.696  1.900  2.421  0.215
H  0.524  0.290  4.123  0.231
H  0.061  2.148  3.800  0.200
H  -0.760  0.784  2.790  0.216
O  0.904  -6.324  2.398  -1.149
S  -0.258  -7.118  1.957  2.590
O  -1.406  -6.837  2.838  -1.142
O  0.073  -8.553  2.023  -1.146
O  -0.602  -6.756  0.570  -1.144

Computed properties:
Strongest force on any atom, hartree/bohr: 0.23657
Energy, Eh: -1888.2241
Kohn-Sham gap, eV: 2.08
Multiplicity: 1
LUMO level, eV: 3.3
Charge: -2

=====

This record from the OMol25 dataset describes a molecular structure, C16H30As3Cl3N3PdSeSi. The level of theory is the ωB97M-V functional and the def2-TZVPD basis.

Each line ends with the Mulliken spin population.
Element x y z (Å)
Pd  -1.252  0.622  -1.313  0.786
C  2.782  0.661  -1.806  0.016
As  1.075  -0.251  -1.652  0.211
C  1.178  -1.362  -3.238  0.021
C  1.399  -1.634  -0.309  0.013
C  1.396  -1.247  1.182  0.001
C  2.128  0.082  1.408  0.004
C  -0.028  -1.150  1.743  0.008
As  -1.181  0.303  1.139  0.198
C  -2.834  -0.291  1.958  0.022
C  -0.731  1.791  2.294  0.006
C  2.166  -2.321  1.976  0.002
As  1.652  -4.235  2.182  0.000
C  0.529  -4.670  0.630  -0.006
C  0.191  -4.041  3.483  0.000
H  3.569  -0.063  -1.598  0.006
H  2.857  1.502  -1.124  -0.001
H  2.876  1.016  -2.830  0.002
H  2.154  -1.844  -3.270  0.006
H  1.039  -0.747  -4.125  -0.001
H  0.395  -2.118  -3.211  -0.001
H  2.360  -2.088  -0.569  0.000
H  0.629  -2.380  -0.510  -0.008
H  1.654  0.909  0.869  -0.007
H  3.165  0.019  1.077  0.000
H  2.133  0.339  2.469  0.000
H  0.014  -1.061  2.833  -0.001
H  -0.590  -2.058  1.517  0.005
H  -2.650  -0.492  3.014  0.006
H  -3.177  -1.199  1.465  -0.001
H  -3.602  0.472  1.856  0.000
H  -0.537  1.417  3.299  0.005
H  -1.580  2.472  2.321  0.000
H  0.141  2.325  1.926  -0.002
H  2.245  -1.993  3.018  0.000
H  3.192  -2.350  1.599  0.000
H  1.118  -4.684  -0.286  -0.001
H  -0.332  -4.013  0.509  0.009
H  0.162  -5.682  0.805  0.001
H  0.537  -3.449  4.330  0.000
H  -0.071  -5.032  3.852  0.000
H  -0.700  -3.581  3.058  -0.001
Se  1.787  4.329  -3.245  0.000
N  0.677  5.641  -2.856  -0.001
C  -0.349  5.089  -2.237  0.000
C  -1.494  5.798  -1.757  -0.003
C  -2.460  5.075  -1.149  0.003
C  -2.311  3.658  -1.007  -0.010
N  -1.291  2.964  -1.416  0.049
C  -0.281  3.661  -2.047  -0.003
N  0.792  3.062  -2.515  0.003
H  -1.561  6.868  -1.891  0.000
H  -3.358  5.541  -0.769  0.001
H  -3.107  3.094  -0.530  -0.001
Cl  -3.914  0.436  -1.276  0.083
Si  -2.687  -1.096  -2.243  0.428
Cl  -1.882  0.246  -3.783  0.083
Cl  -4.033  -2.257  -3.249  0.069

Computed properties:
Strongest force on any atom, hartree/bohr: 0.01670
Energy, Eh: -11698.5074
Kohn-Sham gap (alpha / beta), eV: 6.52 / 6.36
Multiplicity: 3
LUMO level (alpha / beta), eV: -4.0 / -4.5
Charge: +1

=====

This record from the OMol25 dataset describes a molecular structure, C16H30BCl10NO6P. The level of theory is the ωB97M-V functional and the def2-TZVPD basis.

Each line ends with the natural charge from an NBO analysis.
Element x y z (Å)
C  -4.841  2.725  -1.931  -0.747
C  -3.320  2.160  -2.247  0.803
O  -2.540  2.933  -3.019  -0.601
O  -2.935  0.874  -1.641  -0.568
C  -2.327  -0.038  -2.626  -0.098
C  -1.289  -1.053  -1.815  -0.433
C  0.164  -0.273  -1.543  -0.420
C  0.635  -0.390  0.058  -0.413
C  1.437  -1.845  0.161  -0.406
C  1.813  -2.285  1.695  -0.449
C  2.917  -1.332  2.443  -0.004
P  2.841  -2.041  4.256  1.343
O  1.646  -1.332  5.056  -1.105
O  2.672  0.109  2.603  -0.707
B  3.885  0.629  3.330  0.406
O  4.987  -0.295  2.884  -0.724
C  4.513  -1.480  2.095  0.203
N  4.976  -1.574  0.658  -0.537
C  4.633  -0.417  -0.053  0.822
O  3.811  0.455  -0.701  -0.544
H  -4.761  3.308  -0.896  0.261
H  -5.621  1.854  -1.789  0.229
H  -5.183  3.493  -2.752  0.254
H  -3.143  -0.667  -3.220  0.187
H  -1.664  0.504  -3.443  0.209
H  -1.143  -1.988  -2.537  0.211
H  -1.791  -1.421  -0.823  0.215
H  0.996  -0.708  -2.247  0.211
H  -0.019  0.839  -1.864  0.210
H  1.295  0.513  0.402  0.264
H  -0.372  -0.382  0.674  0.189
H  0.650  -2.652  -0.232  0.191
H  2.346  -1.917  -0.602  0.220
H  2.156  -3.408  1.661  0.215
H  0.828  -2.264  2.367  0.233
H  2.634  -3.480  4.125  -0.091
H  4.121  -1.895  4.953  -0.018
H  3.783  0.755  4.518  -0.122
H  4.199  1.746  3.027  -0.120
H  4.894  -2.512  2.558  0.168
C  -5.911  -2.093  -2.638  -0.400
Cl  -5.121  -2.487  -4.169  -0.027
Cl  -4.735  -1.998  -1.321  -0.005
H  -6.415  -1.129  -2.735  0.221
H  -6.643  -2.870  -2.405  0.222
C  1.350  -3.651  7.165  -0.389
Cl  3.067  -3.235  7.129  -0.016
Cl  0.986  -4.736  8.512  -0.055
H  0.764  -2.736  7.277  0.249
H  1.084  -4.146  6.228  0.222
C  -2.118  2.629  0.984  -0.396
Cl  -1.149  3.566  2.129  -0.008
Cl  -3.834  2.690  1.404  -0.043
H  -1.982  3.042  -0.018  0.224
H  -1.784  1.589  1.004  0.236
C  -5.409  3.861  -6.096  -0.397
Cl  -6.279  4.493  -4.692  -0.022
Cl  -4.786  2.237  -5.779  -0.013
H  -6.091  3.820  -6.948  0.220
H  -4.572  4.525  -6.324  0.228
C  6.239  2.325  -2.547  -0.398
Cl  7.956  2.741  -2.583  -0.055
Cl  5.875  1.241  -1.199  0.032
H  5.653  3.241  -2.435  0.221
H  5.973  1.830  -3.484  0.214

Computed properties:
Strongest force on any atom, hartree/bohr: 0.20835
Energy, Eh: -6101.7090
Kohn-Sham gap, eV: 6.19
Multiplicity: 1
LUMO level, eV: 1.7
Charge: -1

=====

This record from the OMol25 dataset describes a molecular structure, C16H30BHoN11O. The level of theory is the ωB97M-V functional and the def2-TZVPD basis.

Each line ends with the Mulliken spin population.
Element x y z (Å)
Ho  -0.565  -0.306  -0.075  4.057
B  -2.625  1.687  0.692  -0.007
N  -3.233  1.150  -0.582  -0.001
C  -4.443  1.354  -1.144  0.000
C  -4.565  0.497  -2.247  0.000
C  -3.366  -0.228  -2.266  -0.001
N  -2.545  0.175  -1.282  -0.008
N  -2.822  0.717  1.862  -0.001
C  -3.648  0.704  2.915  0.000
C  -3.493  -0.538  3.577  0.000
C  -2.507  -1.196  2.798  -0.001
N  -2.098  -0.438  1.795  -0.007
H  -3.080  2.765  0.944  0.000
H  -1.424  1.774  0.467  -0.002
H  -5.193  2.052  -0.754  0.000
H  -5.412  0.316  -2.869  0.000
H  -3.106  -1.027  -2.876  0.000
H  -4.282  1.541  3.117  0.000
H  -3.951  -0.936  4.467  0.000
H  -2.106  -2.191  2.836  0.000
C  3.088  -3.558  -0.345  0.000
N  2.295  -3.119  0.780  0.000
C  2.680  -3.475  2.049  0.000
C  1.956  -3.034  3.124  0.000
C  0.891  -2.118  2.884  0.000
N  0.598  -1.747  1.619  -0.006
C  1.287  -2.244  0.579  -0.003
O  0.982  -1.901  -0.623  -0.006
N  0.302  -1.541  3.921  0.000
H  3.756  -4.294  -0.015  0.000
H  3.642  -2.706  -0.742  0.000
H  2.407  -3.933  -1.116  0.000
H  3.591  -4.069  2.117  0.000
H  2.233  -3.280  4.146  0.000
H  0.455  -1.931  4.840  0.000
H  -0.442  -0.872  3.889  0.000
N  1.112  0.492  -5.749  0.000
C  1.480  -0.548  -4.705  0.000
C  1.136  -0.241  -3.242  -0.001
N  -0.217  -0.579  -2.771  -0.004
H  1.330  0.233  -6.731  0.000
H  1.576  1.415  -5.600  0.000
H  0.079  0.665  -5.776  0.000
H  2.576  -0.591  -4.703  0.000
H  1.105  -1.511  -5.041  0.000
H  1.307  0.820  -3.051  -0.001
H  1.808  -0.824  -2.616  0.000
H  -0.483  -1.537  -2.988  0.000
H  -0.853  0.052  -3.236  0.000
C  1.668  4.641  1.026  0.000
N  2.004  3.200  1.409  0.000
C  2.770  3.000  2.655  0.000
C  1.584  2.186  0.719  0.001
N  1.197  1.260  0.106  -0.009
H  1.147  5.100  1.866  0.000
H  1.029  4.656  0.169  0.000
H  2.585  5.170  0.808  0.000
H  2.143  3.288  3.502  0.000
H  3.669  3.644  2.665  0.000
H  2.990  1.957  2.802  0.000

Computed properties:
Strongest force on any atom, hartree/bohr: 0.04435
Energy, Eh: -2277.4351
Kohn-Sham gap (alpha / beta), eV: 8.55 / 8.55
Multiplicity: 5
LUMO level (alpha / beta), eV: -7.8 / -7.8
Charge: +3